Entry from the OMol25 dataset: a cluster of 5 separate species, C35H73BBrF3N6O12S in total (wB97M-V/def2-TZVPD).

Each line ends with the Löwdin charge.
Element x y z (Å)
Br  2.614079  -6.009720  1.139081  0.87
S  2.635094  -3.333441  -1.384569  0.83
F  3.805630  -1.559935  -2.935774  0.16
F  4.945561  -1.918239  -1.154023  0.14
F  4.903591  -3.387521  -2.713467  0.16
O  -1.065393  0.238818  2.464250  0.00
O  1.231903  -3.537026  0.740908  -0.13
O  1.482799  -3.917456  3.725668  0.16
O  3.371704  -5.071509  4.649749  0.16
O  -0.209909  0.558411  4.490229  0.13
O  -4.290109  -4.775048  -0.391749  0.03
O  2.788633  -4.722545  -1.728842  -0.31
O  1.819873  -6.436424  6.666875  0.03
O  -0.497066  6.080256  -2.516196  0.02
O  3.291497  5.057119  -3.014667  -0.19
O  1.531626  -2.617973  -1.978846  -0.28
O  -1.369174  12.562588  -3.237970  0.03
N  -0.849822  8.289070  -2.331582  0.02
N  -5.473199  -6.679528  -0.373732  0.01
N  -0.820927  -4.859270  -5.221914  -0.01
N  1.496569  -6.002739  8.837872  0.02
N  -2.819605  12.980537  -4.897763  0.01
N  3.651154  -3.807481  2.577145  0.11
C  -1.812587  -2.735669  -1.164629  -0.18
C  -1.969816  -3.181078  -3.704076  -0.19
C  -5.685401  -8.108751  -0.254911  -0.08
C  -1.990880  -2.030073  4.847034  -0.08
C  -0.250877  -2.004768  1.884660  -0.10
C  2.920033  -1.737945  0.972409  -0.11
C  3.142024  6.377567  -3.463630  -0.13
C  -2.599642  6.887897  -3.317864  -0.01
C  2.942820  2.017940  -0.025467  -0.20
C  -1.346075  -0.945135  1.706194  -0.14
C  -1.232554  7.042625  -2.691423  -0.54
C  2.074229  4.305654  -3.028677  -0.23
C  -3.056700  -6.783247  0.035127  0.00
C  2.725836  2.382894  -1.497693  -0.21
C  -0.653301  -3.741754  -4.273608  -0.28
C  0.773110  -5.546237  10.009250  -0.07
C  -1.774352  13.324925  -4.101367  -0.54
C  -2.299380  -0.581908  4.420409  -0.14
C  2.499172  -0.490468  0.160588  -0.18
C  0.143491  -2.614373  0.548960  -0.30
C  -1.095003  0.100931  3.813461  -0.50
C  -1.143563  14.678422  -4.330089  -0.01
C  4.184985  -2.484269  -2.079918  -0.68
C  -4.308123  -5.987897  -0.256936  -0.53
C  1.086003  -6.012003  7.548988  -0.53
C  -0.298382  -5.484510  7.249133  0.00
C  -3.428826  13.750796  -5.965132  -0.08
C  -1.015910  -3.437395  -0.051605  -0.11
C  3.564924  0.615206  0.124913  -0.19
C  4.848078  -4.385246  0.579496  -0.10
C  3.471214  -4.210165  1.203069  -0.71
C  -2.298786  -3.673989  -2.286072  -0.21
C  -1.582433  9.540723  -2.467545  -0.07
C  2.533712  -3.140797  0.477532  -0.45
C  1.860651  3.633196  -1.685249  -0.18
B  2.804974  -4.314429  3.652692  -0.84
H  2.138747  3.560178  -3.830317  0.13
H  -0.047574  -2.956636  -4.725959  0.10
H  -6.269832  -6.094668  -0.569960  0.14
H  -4.482428  13.935231  -5.750029  0.08
H  -6.384167  -8.326019  0.554755  0.08
H  -2.218409  -6.096759  0.096451  0.06
H  -1.231161  -1.916352  -1.593994  0.10
H  -1.373123  -0.613957  0.667358  0.13
H  1.145828  -4.076848  4.612508  0.09
H  2.333038  6.897645  -2.936600  0.07
H  1.315371  -4.736588  10.499106  0.09
H  5.425483  -3.464472  0.676781  0.09
H  4.818755  -4.737836  -0.445332  0.07
H  -3.197679  12.068874  -4.695739  0.14
H  -0.332109  14.797178  -3.619643  0.08
H  -0.071755  -4.135316  -3.437476  0.09
H  -2.862158  -7.506398  -0.757687  0.09
H  4.006010  -1.722670  1.068315  0.11
H  -1.739094  9.990485  -1.486798  0.09
H  -0.469626  -5.566404  6.179581  0.08
H  -4.748741  -8.613409  -0.045665  0.07
H  2.061224  4.359792  -0.895362  0.12
H  0.368553  -1.837749  -0.176823  0.11
H  0.585855  -1.516463  2.383140  0.12
H  4.209101  0.479290  -0.745730  0.10
H  -0.932023  -2.114948  5.097304  0.08
H  -0.585149  -2.808295  2.541277  0.10
H  -3.380418  7.218487  -2.632278  0.08
H  -2.672331  7.465350  -4.240068  0.08
H  2.930806  6.430538  -4.539026  0.09
H  1.995502  2.078172  0.513497  0.11
H  -3.155139  -0.532839  3.748707  0.11
H  -0.209817  -5.183279  9.729960  0.07
H  -3.359921  13.213061  -6.911910  0.08
H  -1.689003  -3.768345  0.740497  0.11
H  4.179842  0.585906  1.026742  0.11
H  -2.565065  -2.283539  5.737155  0.07
H  -2.342491  -1.336571  1.926476  0.12
H  2.428726  -6.365055  8.965306  0.15
H  0.067578  8.324848  -1.915889  0.14
H  -1.884154  -2.090657  -3.667521  0.10
H  -0.390287  -4.438967  7.546526  0.09
H  2.223743  1.545870  -1.994610  0.11
H  -1.727156  -4.811304  -5.670236  0.05
H  2.550361  -1.639409  1.988646  0.12
H  2.716327  -5.659549  5.052238  0.06
H  -2.214648  -2.743951  4.055800  0.07
H  3.697933  2.538064  -1.971032  0.12
H  2.182019  -0.714775  -0.855443  0.09
H  3.650030  2.746528  0.380026  0.11
H  -2.793261  -3.401489  -4.387458  0.10
H  -1.868015  -4.671387  -2.147312  0.10
H  4.076489  6.904280  -3.270245  0.08
H  -0.802036  -5.732041  -4.710130  0.05
H  -1.057812  -6.066327  7.771510  0.09
H  0.804251  3.351454  -1.643407  0.12
H  -2.549749  9.361946  -2.925731  0.07
H  -2.927680  14.706007  -6.074807  0.07
H  -1.027398  10.245111  -3.077602  0.06
H  -0.743574  14.755932  -5.341473  0.08
H  -2.534224  0.002860  5.309367  0.12
H  -3.367794  -3.798160  -2.162686  0.08
H  -2.702795  -2.286391  -0.715800  0.11
H  5.372254  -5.146149  1.160155  0.09
H  1.620565  -0.056719  0.648411  0.11
H  -1.869671  15.477089  -4.175888  0.08
H  1.228889  4.964218  -3.237751  0.08
H  -3.146761  -7.315916  0.982624  0.09
H  -2.750469  5.837574  -3.545758  0.08
H  -0.543804  -4.316658  -0.495816  0.12
H  -6.096632  -8.513590  -1.181056  0.08
H  4.625079  -3.923268  2.821436  0.13
H  0.651604  -6.361462  10.723682  0.09

Atoms 1-6, force components in eV/Å:
0.0 -0.1 0.0
-0.6 -0.6 -0.7
-0.2 0.4 -0.3
0.2 0.2 0.4
0.3 -0.4 -0.2
0.2 -0.1 0.1

Calculated values
- E_tot: -5905.6082 Ha
- Max |F|: 1.1 eV/A